128
Properties=species:S:1:pos:R:3:forces:R:3 method="wB97M-V/def2-TZVPD" energy_ev=-166153.059 lumo_energy_ha="-0.0006 / -0.0006" largest_force_ha_per_bohr=0.053 s_squared=0.790 relative_energy_kcal_mol=24.4 spin_multiplicity=2 orbital_gap_ev="5.33 / 6.97"
Rb -0.4945 -23.0292 -4.1084 -0.12 0.11 -0.38
C -3.1094 -28.0320 -6.7832 0.52 0.61 1.50
N -3.1075 -26.6300 -7.0979 -0.87 0.78 -0.98
C -2.7755 -25.5729 -6.3607 0.34 0.02 1.27
N -2.8692 -24.4614 -7.0603 0.11 0.01 0.40
C -3.2974 -24.9190 -8.2563 0.29 0.40 0.22
N -3.4612 -26.2015 -8.3590 0.18 -1.03 0.72
C -1.9215 -28.6529 -7.4184 0.99 -0.01 -0.51
C -2.0144 -29.6585 -8.3570 1.55 -0.45 -0.24
C -0.8542 -30.1395 -8.9952 -0.93 0.24 -0.13
C 0.3784 -29.5808 -8.7761 0.39 -0.97 -0.46
C 0.4780 -28.6276 -7.7945 0.33 1.59 0.88
C -0.6535 -28.0968 -7.1690 -0.47 -1.94 -0.50
C 1.7488 -27.9826 -7.4248 1.18 0.33 0.28
N 2.1081 -27.4699 -6.2825 -1.45 -0.50 -0.18
N 3.2152 -26.6926 -6.4623 0.41 -0.19 -1.13
C 3.5197 -26.8200 -7.7171 -0.64 -0.81 0.36
O 2.6868 -27.6917 -8.3773 -0.28 0.67 0.35
C 4.5074 -26.0950 -8.4655 1.14 1.43 0.24
C 5.1734 -26.5397 -9.5653 0.50 -0.34 -1.31
C 6.1203 -25.7395 -10.2120 -0.03 -0.38 0.52
C 6.3736 -24.4414 -9.7631 0.96 -1.20 -1.63
C 5.6532 -23.9322 -8.7229 -0.14 0.51 0.62
C 5.7031 -22.4483 -8.3399 2.00 -0.91 -1.09
N 4.6137 -22.0831 -7.5525 -1.30 0.98 0.95
C 3.3548 -21.7984 -7.8926 -1.79 0.04 -0.71
N 2.5944 -21.6753 -6.8061 0.08 -0.40 -1.01
C 3.4621 -21.9541 -5.8155 -0.22 1.01 0.83
N 4.6977 -22.1297 -6.2094 0.58 -0.76 0.44
C 4.8168 -24.7931 -8.0636 -1.35 -0.08 0.27
H -4.0372 -28.4502 -7.0687 -0.89 -0.54 -0.64
H -3.0946 -28.0937 -5.6776 0.26 -0.07 -0.42
H -2.4846 -25.6607 -5.2991 -0.13 0.05 -0.75
H -3.4607 -24.2558 -9.0562 -0.28 0.52 -0.92
H -2.9176 -30.1250 -8.6557 -0.99 -0.13 0.08
H -0.9566 -30.9344 -9.7136 -0.04 -0.12 -0.19
H 1.2408 -29.9415 -9.3494 -0.25 0.23 0.44
H -0.5606 -27.3407 -6.4408 0.23 0.90 0.63
H 4.9376 -27.4914 -9.9883 0.02 -0.62 -0.12
H 6.6765 -26.2098 -11.0260 -0.13 0.50 0.14
H 7.1518 -23.9060 -10.2954 -0.17 0.39 0.10
H 5.7035 -21.8738 -9.2763 0.08 0.02 0.32
H 6.6357 -22.2346 -7.7695 -0.66 -0.02 -0.43
H 2.9131 -21.7540 -8.9203 0.98 0.04 1.02
H 3.1576 -21.9091 -4.7707 0.34 -0.24 -0.24
H 4.1825 -24.4086 -7.3088 -0.27 0.38 0.99
N -0.3463 -19.9684 -4.7570 0.78 -0.69 -0.33
C -1.0325 -18.8109 -5.3026 0.16 0.04 -1.94
C -1.4665 -19.1569 -6.7650 -0.61 -0.25 0.70
C -2.1856 -20.5357 -6.9991 2.43 0.88 -0.10
N -1.1224 -21.5772 -7.2051 -1.69 -0.24 0.00
H 0.5364 -19.6899 -4.3484 0.15 0.07 0.19
H -0.1066 -20.5586 -5.5723 0.01 0.07 0.61
H -0.3578 -17.9284 -5.4299 -0.58 -0.45 0.54
H -1.8972 -18.5768 -4.7195 -0.48 0.39 0.59
H -0.5092 -19.0979 -7.3021 -0.56 -0.11 -0.56
H -2.1967 -18.4183 -7.0956 0.42 0.44 -0.19
H -2.8549 -20.4521 -7.8438 -0.22 0.04 -0.35
H -2.7713 -20.7775 -6.1452 -0.48 -0.38 0.83
H -0.7381 -21.3979 -8.1366 0.02 -0.36 0.39
H -1.6539 -22.4718 -7.2318 0.80 0.44 -0.21
Cl -2.8492 -27.3637 2.3934 0.36 0.28 -0.29
C -2.0199 -26.6889 0.9860 -0.16 -0.90 -0.36
C -1.9623 -27.4604 -0.1741 0.08 0.13 -1.88
C -1.4329 -26.8176 -1.3667 -0.16 -0.32 2.33
Cl -1.4650 -27.6104 -2.9050 -0.10 -0.43 -0.11
C -0.7897 -25.5545 -1.3389 -0.47 -0.22 -0.70
O -0.2482 -25.0584 -2.3848 -0.04 0.06 0.14
C -0.9038 -24.8159 -0.1067 0.75 -0.27 0.06
C -0.4591 -23.5163 0.1187 -0.28 0.40 1.69
O 0.2640 -22.7695 -0.6827 1.08 2.23 -1.13
C -1.4813 -25.4311 1.0002 -0.83 0.27 0.95
H -2.3577 -28.5001 -0.2293 0.31 1.07 0.08
H -0.6508 -22.9971 1.0932 -0.17 -1.16 -0.47
H -1.5642 -24.7877 1.8605 -0.09 -0.23 0.50
O 2.1231 -23.8577 -3.2283 -0.60 0.41 1.06
H 2.1162 -24.6522 -3.7709 -0.24 -0.20 -0.09
H 1.3946 -24.0215 -2.5582 1.01 -0.24 -0.78
C -4.8338 -25.3056 -1.2600 -1.59 0.69 -1.87
N -4.3840 -24.7093 -2.5362 -0.29 -0.34 -0.26
C -3.6336 -23.5858 -2.5501 0.75 -0.04 1.40
N -3.0740 -23.2500 -1.3392 -0.45 -0.20 -0.09
O -3.4337 -22.9055 -3.5637 -0.10 -0.02 -0.26
H -5.7156 -25.9486 -1.4418 0.82 -0.08 -0.08
H -5.2534 -24.4871 -0.7076 0.10 0.31 0.95
H -4.0333 -25.8073 -0.7819 0.60 -0.61 0.62
H -4.9145 -24.8091 -3.3905 -0.04 -0.26 0.26
H -2.9526 -23.9021 -0.5496 -0.19 0.60 -1.04
H -2.4557 -22.4574 -1.3889 0.20 0.08 0.16
O 0.5128 -25.6374 -4.9196 -0.80 -0.81 0.56
H 0.9832 -26.4098 -5.2825 0.10 0.18 0.03
H 0.0114 -26.0137 -4.1414 0.72 0.80 -0.48
O -2.0584 -20.6252 -2.5414 0.95 0.44 0.27
H -1.3347 -20.4418 -3.1823 -0.25 0.23 0.08
H -2.6108 -21.2324 -3.0267 -0.85 -0.60 -0.45
C -1.2331 -20.3201 0.5088 -0.86 -1.27 -1.77
Ge 0.5297 -21.0039 0.0294 -0.59 -0.67 0.29
C 1.4419 -21.2782 1.7282 0.00 -0.10 0.83
C 1.2442 -20.2799 2.7092 0.03 -0.34 -0.40
C 1.8854 -20.3595 3.9309 0.60 -0.76 -0.17
C 2.7467 -21.4431 4.2266 -0.95 1.19 0.26
C 2.8990 -22.4319 3.3005 -0.52 -1.77 -1.06
C 2.2126 -22.3950 2.0800 -0.25 1.72 -0.12
C 1.4959 -19.9121 -1.2173 -0.82 -0.85 0.58
C 0.9868 -18.7150 -1.5582 -0.24 2.15 -1.47
C 1.6091 -17.9418 -2.6041 1.35 -0.90 -0.40
C 2.7414 -18.4651 -3.2462 -1.42 1.02 1.25
C 3.3675 -19.6184 -2.7521 -0.30 0.16 -0.01
C 4.6363 -20.0329 -3.1723 0.72 0.01 -1.10
C 5.2171 -21.1588 -2.6503 1.04 1.16 -1.45
C 4.5557 -21.9582 -1.7572 0.06 -0.81 0.88
C 3.3290 -21.5579 -1.3502 -1.07 -0.41 0.83
C 2.6953 -20.3517 -1.7607 1.78 -1.42 -0.36
H -1.2759 -19.7807 1.4099 0.13 0.45 1.30
H -1.7883 -21.2831 0.6060 0.07 0.76 0.27
H -1.7989 -19.7547 -0.2479 0.57 -0.26 0.02
H 0.5268 -19.4753 2.5283 0.41 -0.08 0.04
H 1.7107 -19.5955 4.6568 -0.04 0.31 0.44
H 3.1659 -21.5238 5.2190 0.23 0.03 -0.04
H 3.3937 -23.3863 3.4891 0.28 0.50 0.34
H 2.2480 -23.1755 1.3544 0.37 -0.74 -0.16
H 0.0847 -18.2918 -1.1259 0.02 -0.30 0.11
H 1.2930 -16.9425 -2.9072 -0.37 -0.41 0.19
H 3.2127 -17.9410 -4.0471 0.21 0.46 -0.43
H 5.1413 -19.4901 -4.0015 -0.36 -0.30 0.82
H 6.2005 -21.4115 -3.0059 0.23 -0.21 -0.04
H 5.0367 -22.8730 -1.3783 -0.51 0.46 -0.21
H 2.7986 -22.2221 -0.6809 -0.13 0.06 0.12